[1]
Molecular formula: C4H3NO2
Method: DFT, ωB97M-V with the def2-TZVPD basis set

ORCA input file:
```
! RIJCOSX wB97M-V def2-TZVPD def2/J DEFGRID3
* xyz 0 1
O -0.77 2.39 -1.49
C -0.38 1.25 -1.55
C -0.09 0.42 -0.36
N 0.47 0.78 0.74
C 0.54 -0.39 1.47
C 0.00 -1.40 0.75
O -0.39 -0.90 -0.44
H -0.18 0.73 -2.50
H 0.98 -0.41 2.45
H -0.17 -2.45 0.93
*
```

* frontier orbital gap: 9.93 eV
* energy: -9780.4483 eV
* HOMO: -9.9 eV
* LUMO: -0.012 eV
* energy above the lowest of the compared OMol25 structures with the same formula, charge and spin: 1.238 eV

---

[2]
Molecular formula: C3H10N2S2
Method: DFT, ωB97M-V with the def2-TZVPD basis set

ORCA input file:
```
! RIJCOSX wB97M-V def2-TZVPD def2/J DEFGRID3
* xyz 1 2
S -1.36 -1.70 0.95
S -0.09 -0.31 1.72
C 1.18 -0.13 0.38
C 0.46 0.39 -0.85
C 1.20 1.69 -1.40
N 0.34 2.75 -1.75
N 0.20 -0.62 -1.83
H -2.46 -0.93 0.87
H 1.82 0.59 0.88
H 1.65 -1.10 0.22
H -0.50 0.88 -0.68
H 1.74 2.08 -0.54
H 1.86 1.41 -2.22
H 0.52 3.72 -1.63
H -0.65 2.56 -1.78
H -0.79 -0.86 -1.87
H 0.64 -1.52 -1.65
*
```

* <S²>: 0.76
* frontier orbital gap (alpha / beta): 9.97 / 4.33 eV
* energy: -27914.6569 eV
* HOMO (alpha / beta): -13.5 / -12.5 eV
* LUMO (alpha / beta): -3.561 / -8.179 eV
* energy above the lowest of the compared OMol25 structures with the same formula, charge and spin: 0.865 eV

---

[3]
Molecular formula: C4H5IO
Method: DFT, ωB97M-V with the def2-TZVPD basis set

ORCA input file:
```
! RIJCOSX wB97M-V def2-TZVPD def2/J DEFGRID3
* xyz 0 1
C 1.12 -1.27 0.39
C 0.96 -0.77 -0.80
O 0.18 0.26 -1.14
C -0.25 1.16 -0.09
C -1.43 0.99 0.49
I -3.05 -0.01 -0.46
H 0.60 -0.70 1.21
H 1.58 -2.19 0.71
H 1.59 -0.90 -1.79
H 0.52 1.85 0.13
H -1.82 1.58 1.34
*
```

* frontier orbital gap: 9.48 eV
* energy: -14374.3818 eV
* HOMO: -9.2 eV
* LUMO: 0.310 eV
* energy above the lowest of the compared OMol25 structures with the same formula, charge and spin: 2.033 eV

---

[4]
Molecular formula: C3HO2S
Method: DFT, ωB97M-V with the def2-TZVPD basis set

ORCA input file:
```
! RIJCOSX wB97M-V def2-TZVPD def2/J DEFGRID3
* xyz -1 1
C -1.02 -0.92 0.25
C 0.52 0.18 -1.28
C 1.22 0.72 -0.18
O 0.41 1.59 -0.82
O 1.98 0.76 0.74
S -2.61 -0.77 0.31
H -0.50 -1.56 0.97
*
```

* frontier orbital gap (alpha / beta): 6.49 / 6.48 eV
* energy: -18053.0469 eV
* HOMO (alpha / beta): -2.8 / -2.8 eV
* LUMO (alpha / beta): 3.681 / 3.680 eV
* energy above the lowest of the compared OMol25 structures with the same formula, charge and spin: 3.293 eV

---

[5]
Molecular formula: C10H16O
Method: DFT, ωB97M-V with the def2-TZVPD basis set

ORCA input file:
```
! RIJCOSX wB97M-V def2-TZVPD def2/J DEFGRID3
* xyz 0 1
C -1.07 -3.21 -1.87
C -1.21 -1.69 -1.83
C -0.35 -1.10 -0.73
C 1.02 -0.84 -0.84
C 1.80 -0.46 0.23
C 1.17 -0.30 1.46
O 1.85 0.18 2.55
C -0.19 -0.48 1.62
C -0.91 -0.99 0.54
H -0.15 -3.60 -1.44
H -1.02 -3.62 -2.89
H -1.96 -3.70 -1.46
H -1.00 -1.21 -2.77
H -2.22 -1.41 -1.53
H 1.41 -0.99 -1.84
H 2.86 -0.26 0.10
H 2.60 0.76 2.33
H -0.63 -0.20 2.55
H -1.94 -1.16 0.74
C 0.15 3.29 1.33
C -0.21 2.78 -0.08
H 1.20 3.57 1.26
H -0.35 4.20 1.66
H -0.13 2.55 2.08
H 0.23 3.49 -0.76
H -1.26 2.57 -0.25
H 0.29 1.82 -0.17
*
```

* frontier orbital gap: 9.37 eV
* energy: -12676.5597 eV
* HOMO: -8.5 eV
* LUMO: 0.868 eV
* energy above the lowest of the compared OMol25 structures with the same formula, charge and spin: 1.165 eV

---

[6]
Molecular formula: C27H35BeIN4P2
Method: DFT, ωB97M-V with the def2-TZVPD basis set

ORCA input file:
```
! RIJCOSX wB97M-V def2-TZVPD def2/J DEFGRID3
* xyz 0 1
Be -1.60 -1.17 3.36
C 4.39 1.36 4.00
C 3.34 1.93 3.42
C 2.78 1.69 2.02
C 1.48 0.92 2.26
C 1.84 -0.55 2.16
C 2.98 -1.13 2.62
C 4.46 -0.77 2.45
C 5.15 0.19 3.44
C -0.82 -1.86 4.88
H 4.86 1.84 4.89
H 2.95 2.86 3.89
H 3.48 1.05 1.48
H 2.58 2.60 1.41
H 1.07 1.17 3.27
H 0.66 1.13 1.55
H 1.01 -1.24 1.89
H 2.87 -2.06 3.26
H 4.63 -0.41 1.41
H 4.97 -1.74 2.60
H 5.48 -0.37 4.31
H 6.10 0.49 2.99
H -0.03 -1.31 5.50
H -0.57 -2.94 4.91
H -1.73 -1.85 5.52
P -1.61 -1.54 -0.65
P -1.03 1.74 -0.73
N -0.71 -2.93 -1.34
N -3.23 -2.13 -1.26
N 0.51 1.84 -1.67
N -1.64 3.43 -1.20
C -1.32 -0.56 -2.19
C -1.91 0.85 -2.08
C 0.13 -3.78 -0.61
C 0.68 -4.73 -1.46
C 0.17 -4.46 -2.77
C -0.67 -3.35 -2.66
C -4.31 -2.33 -0.40
C -5.44 -2.67 -1.13
C -5.06 -2.67 -2.51
C -3.71 -2.33 -2.57
C 1.74 1.37 -1.18
C 2.72 1.63 -2.14
C 2.06 2.16 -3.28
C 0.70 2.18 -3.01
C -1.37 4.27 -2.27
C -2.20 5.39 -2.24
C -3.06 5.22 -1.10
C -2.72 4.01 -0.50
H -1.74 -0.97 -3.12
H -0.22 -0.50 -2.33
H -1.84 1.40 -3.03
H -2.98 0.84 -1.81
H 0.29 -3.59 0.45
H 1.34 -5.55 -1.18
H 0.36 -5.00 -3.68
H -1.16 -2.81 -3.45
H -4.16 -2.16 0.66
H -6.42 -2.93 -0.73
H -5.68 -2.90 -3.37
H -3.09 -2.18 -3.45
H 1.79 0.81 -0.25
H 3.78 1.52 -1.99
H 2.50 2.52 -4.19
H -0.12 2.34 -3.67
H -0.60 4.05 -2.98
H -2.19 6.21 -2.94
H -3.81 5.92 -0.76
H -3.15 3.49 0.34
I -3.93 -0.97 2.98
*
```

* frontier orbital gap: 7.50 eV
* energy: -61603.0998 eV
* HOMO: -8.2 eV
* LUMO: -0.736 eV

---

[7]
Molecular formula: C13H15BrINOS4SbSiTc
Method: DFT, ωB97M-V with the def2-TZVPD basis set

ORCA input file:
```
! RIJCOSX wB97M-V def2-TZVPD def2/J DEFGRID3
* xyz 2 1
Tc -0.99 1.55 0.77
O 2.10 2.98 5.71
C 1.32 2.46 4.72
C -0.09 2.39 4.74
C -0.72 1.88 3.65
N -0.11 1.60 2.50
C 1.26 1.62 2.46
Br 2.21 1.32 0.79
C 1.97 1.93 3.60
H 1.84 2.67 6.61
H -0.65 2.52 5.68
H -1.80 1.70 3.63
H 3.02 1.50 3.60
S -2.65 1.57 -4.20
Sb -4.02 1.62 -2.47
S -1.37 -0.90 0.63
S -3.16 1.41 1.51
S -3.13 0.78 -0.39
I -1.00 3.80 -0.53
C 0.27 -3.50 0.05
Si -0.71 -2.22 -0.90
C -1.92 -3.25 -1.87
C 0.46 -1.35 -2.11
C 1.84 -1.36 -2.19
C 2.55 -0.46 -3.02
C 1.82 0.38 -3.87
C 0.43 0.35 -3.83
C -0.25 -0.46 -2.95
H 0.73 -4.27 -0.61
H -0.47 -4.09 0.73
H 0.97 -2.97 0.72
H -1.57 -3.36 -2.92
H -2.91 -2.80 -2.06
H -2.17 -4.26 -1.39
H 2.46 -2.07 -1.69
H 3.69 -0.40 -2.96
H 2.29 1.09 -4.57
H -0.20 0.97 -4.53
H -1.34 -0.38 -3.03
*
```

* frontier orbital gap (alpha / beta): 4.60 / 4.65 eV
* energy: -155342.4849 eV
* HOMO (alpha / beta): -14.3 / -14.3 eV
* LUMO (alpha / beta): -9.736 / -9.685 eV

---

[8]
Molecular formula: C14H12F2I3N2O8S2
Method: DFT, ωB97M-V with the def2-TZVPD basis set

ORCA input file:
```
! RIJCOSX wB97M-V def2-TZVPD def2/J DEFGRID3
* xyz -1 1
C -1.90 -0.46 5.13
C -2.08 0.44 3.79
O -1.98 1.70 3.86
O -2.31 -0.28 2.59
C -2.37 0.60 1.43
C -2.30 -0.34 0.08
C -1.13 0.12 -0.90
C 0.24 -0.63 -1.08
C 0.56 -1.98 -0.31
O -0.31 -2.87 -0.08
O 1.91 -2.33 0.14
C 2.45 -1.31 1.02
I 1.02 -0.47 2.43
C 3.61 -2.07 1.90
C 5.06 -1.38 1.76
I 2.95 -2.17 3.99
C 1.27 0.04 -2.10
I 3.24 -0.76 -2.53
C 0.87 1.35 -2.86
F 1.73 1.99 -3.81
N -0.44 2.01 -2.68
N -0.75 3.16 -3.42
C -0.22 4.17 -2.75
S 0.68 5.24 -1.83
C -1.40 1.43 -1.73
F -2.66 2.08 -1.58
H -2.95 -0.65 5.53
H -1.21 0.03 5.89
H -1.37 -1.43 4.76
H -3.40 1.12 1.47
H -1.54 1.38 1.38
H -2.33 -1.45 0.32
H -3.29 -0.11 -0.48
H 2.95 -0.45 0.43
H 3.73 -3.15 1.49
H 5.63 -1.57 2.75
H 4.91 -0.25 1.67
H 5.72 -1.83 0.94
O -2.10 1.51 -5.96
S -2.53 0.24 -5.34
O -1.44 -0.30 -4.51
O -2.88 -0.72 -6.40
O -3.72 0.49 -4.49
*
```

* frontier orbital gap: 3.09 eV
* energy: -85467.4813 eV
* HOMO: -3.5 eV
* LUMO: -0.379 eV

---

[9]
Molecular formula: C21H64AsF6O11
Method: DFT, ωB97M-V with the def2-TZVPD basis set

ORCA input file:
```
! RIJCOSX wB97M-V def2-TZVPD def2/J DEFGRID3
* xyz -1 1
As 5.91 0.61 3.09
F 7.44 -0.33 2.75
F 6.44 0.72 4.78
F 4.32 1.29 3.41
F 5.47 0.43 1.36
F 5.18 -0.98 3.44
F 6.67 2.17 2.86
O 3.93 0.03 -0.74
H 4.74 0.14 -0.24
H 3.24 0.28 -0.13
O 7.02 -1.38 -0.03
H 6.50 -0.94 0.64
H 7.57 -2.00 0.46
O 2.13 1.35 1.50
H 1.23 1.10 1.71
H 2.64 1.13 2.28
O 8.86 0.85 0.45
H 8.37 0.19 -0.03
H 8.73 0.63 1.37
C 5.90 6.37 1.66
C 4.76 5.81 0.95
C 4.23 4.57 1.53
O 3.89 6.88 0.89
H 5.64 6.55 2.71
H 6.34 7.31 1.34
H 6.78 5.73 1.58
H 5.04 5.62 -0.09
H 4.93 3.79 1.23
H 3.28 4.30 1.07
H 4.14 4.51 2.62
H 3.22 6.97 1.58
C 9.93 2.53 3.92
C 9.21 3.84 3.65
C 8.30 4.33 4.75
O 10.16 4.83 3.31
H 10.82 2.72 4.51
H 10.36 2.23 2.96
H 9.26 1.76 4.30
H 8.68 3.75 2.70
H 7.66 5.16 4.44
H 8.72 4.58 5.73
H 7.56 3.57 5.02
H 10.43 4.85 2.39
C 9.66 -2.06 4.87
C 10.01 -2.73 6.24
C 8.93 -3.62 6.74
O 11.18 -3.46 6.23
H 10.31 -1.26 4.51
H 8.59 -1.84 4.84
H 9.80 -2.74 4.03
H 10.17 -2.02 7.05
H 9.25 -3.87 7.75
H 8.80 -4.52 6.14
H 7.90 -3.25 6.78
H 11.82 -2.93 5.76
C 8.78 0.28 7.36
C 7.48 -0.06 8.14
C 7.31 0.49 9.51
O 6.28 0.14 7.42
H 9.65 -0.14 7.85
H 9.06 1.29 7.63
H 8.73 0.13 6.28
H 7.39 -1.14 8.07
H 7.19 1.57 9.46
H 8.04 0.11 10.22
H 6.40 0.15 9.99
H 6.57 0.31 6.52
C 1.44 -4.65 4.34
C 2.75 -4.10 3.88
C 2.66 -3.62 2.44
O 3.47 -3.17 4.63
H 1.48 -5.23 5.26
H 0.89 -5.19 3.57
H 0.78 -3.82 4.56
H 3.41 -4.96 3.75
H 2.41 -4.44 1.76
H 3.65 -3.19 2.27
H 2.06 -2.74 2.23
H 4.19 -2.77 4.12
C 4.69 3.73 5.63
C 3.80 2.54 6.02
C 3.00 2.92 7.34
O 2.68 2.48 5.17
H 5.66 3.88 6.12
H 4.09 4.64 5.62
H 4.98 3.67 4.58
H 4.37 1.61 5.90
H 2.19 2.21 7.52
H 2.67 3.95 7.23
H 3.71 2.82 8.17
H 3.11 2.20 4.36
C 8.13 3.39 -2.56
C 6.95 3.58 -1.47
C 6.01 2.38 -1.22
O 7.54 3.79 -0.21
H 7.76 3.52 -3.58
H 8.74 2.49 -2.48
H 8.78 4.25 -2.43
H 6.40 4.49 -1.72
H 6.65 1.55 -0.91
H 5.47 2.15 -2.13
H 5.24 2.45 -0.45
H 7.93 2.93 -0.02
*
```

* frontier orbital gap: 9.66 eV
* energy: -122485.1861 eV
* HOMO: -7.4 eV
* LUMO: 2.279 eV
* energy above the lowest of the compared OMol25 structures with the same formula, charge and spin: 0.000 eV

---

[10]
Molecular formula: C4H4OS2
Method: DFT, ωB97M-V with the def2-TZVPD basis set

ORCA input file:
```
! RIJCOSX wB97M-V def2-TZVPD def2/J DEFGRID3
* xyz 0 1
C -0.42 0.86 -1.54
C -0.34 0.97 -0.02
C 1.06 1.35 0.50
C -0.37 -0.45 0.51
H -1.35 0.33 -1.88
H -1.17 1.57 0.42
H 1.07 2.14 1.27
H 1.74 1.62 -0.33
O 0.44 1.18 -2.29
S 1.28 -0.38 1.06
S -1.50 -1.59 0.32
*
```

* frontier orbital gap: 8.54 eV
* energy: -27929.5293 eV
* HOMO: -9.0 eV
* LUMO: -0.438 eV
* energy above the lowest of the compared OMol25 structures with the same formula, charge and spin: 0.634 eV

---

[11]
Molecular formula: C11H11Cl2N
Method: DFT, ωB97M-V with the def2-TZVPD basis set

ORCA input file:
```
! RIJCOSX wB97M-V def2-TZVPD def2/J DEFGRID3
* xyz 0 1
C 0.78 -2.76 -1.02
C 0.28 -1.49 -0.66
N -0.90 -1.20 -1.09
C -1.28 0.07 -0.67
C -2.50 0.71 -0.80
C -2.66 2.01 -0.37
C -1.64 2.58 0.40
C -0.42 1.96 0.64
C -0.24 0.71 0.07
C 0.91 -0.34 0.29
C 0.86 -0.70 1.85
C 2.20 0.10 -0.36
Cl 2.86 1.51 0.61
Cl 1.87 0.64 -2.02
H 1.35 -2.52 -2.02
H -0.02 -3.38 -1.35
H 1.40 -3.30 -0.32
H -3.22 0.18 -1.43
H -3.66 2.51 -0.33
H -1.88 3.44 1.06
H 0.28 2.18 1.44
H 1.08 -1.77 1.90
H -0.10 -0.47 2.24
H 1.60 -0.08 2.37
H 3.04 -0.60 -0.42
*
```

* frontier orbital gap: 9.01 eV
* energy: -38119.4581 eV
* HOMO: -8.5 eV
* LUMO: 0.523 eV
* energy above the lowest of the compared OMol25 structures with the same formula, charge and spin: 0.000 eV

---

[12]
Molecular formula: C5H9NO2
Method: DFT, ωB97M-V with the def2-TZVPD basis set

ORCA input file:
```
! RIJCOSX wB97M-V def2-TZVPD def2/J DEFGRID3
* xyz 0 1
C -0.53 -0.14 -2.09
C 0.65 0.13 -1.58
C 1.05 -0.25 -0.21
C 2.31 -0.65 -0.02
C -0.77 0.77 0.97
N 0.22 -0.09 0.92
O -1.40 0.98 2.17
O -1.07 1.71 0.06
H -0.71 0.09 -3.13
H -1.41 -0.37 -1.50
H 1.35 0.77 -2.10
H 2.76 -0.95 1.01
H 3.00 -0.77 -0.94
H -1.69 -1.77 1.77
H -0.88 -1.81 1.60
H -1.05 0.22 2.67
H -1.83 2.13 0.41
*
```

* frontier orbital gap: 9.04 eV
* energy: -10912.9622 eV
* HOMO: -8.4 eV
* LUMO: 0.604 eV
* energy above the lowest of the compared OMol25 structures with the same formula, charge and spin: 3.613 eV